The following is a DFT calculation (wB97M-V/def2-TZVPD) of a 3-piece molecular cluster, C12H30N3O8S2 overall.

Cartesian coordinates (Å):
C1 1.490 0.213 -1.329
N1 1.459 -1.249 -1.282
C2 1.970 -1.839 -0.041
C3 1.670 -1.005 1.207
C4 1.204 -1.863 2.393
N2 1.830 -1.261 3.631
C5 2.948 -0.282 3.239
O1 4.105 -0.730 3.869
N3 5.146 -1.375 2.978
O2 4.904 -2.475 2.814
C6 2.907 -0.228 1.713
H1 2.391 0.668 -0.902
H2 1.361 0.553 -2.353
H3 0.635 0.605 -0.775
H4 2.059 -1.581 -2.024
H5 3.048 -2.030 -0.093
H6 1.487 -2.814 0.069
H7 0.871 -0.287 1.047
H8 0.130 -1.730 2.501
H9 1.399 -2.928 2.315
H10 2.242 -1.991 4.211
H11 1.141 -0.772 4.195
H12 2.712 0.693 3.662
H13 3.844 -0.488 1.233
H14 2.750 0.818 1.445
O3 -3.504 -1.163 -0.416
S1 -2.719 -2.203 0.167
O4 -1.345 -1.914 0.481
O5 -2.807 -3.500 -0.716
C7 -2.550 -3.379 -2.148
C8 -1.077 -3.296 -2.473
C9 -3.525 -2.849 1.588
H15 -3.105 -2.522 -2.529
H16 -2.995 -4.278 -2.565
H17 -0.624 -2.374 -2.114
H18 -0.949 -3.345 -3.555
H19 -0.541 -4.131 -2.020
H20 -4.554 -3.076 1.326
H21 -3.489 -2.074 2.351
H22 -2.998 -3.740 1.916
O6 0.684 3.891 -1.783
S2 -0.214 4.975 -1.508
O7 -0.362 5.421 -0.159
O8 -1.630 4.615 -2.115
C10 -2.203 3.327 -1.773
C11 -2.782 3.287 -0.376
C12 0.143 6.339 -2.551
H23 -1.444 2.557 -1.920
H24 -2.978 3.179 -2.521
H25 -2.005 3.371 0.382
H26 -3.309 2.343 -0.234
H27 -3.483 4.108 -0.229
H28 0.230 5.985 -3.573
H29 1.086 6.757 -2.205
H30 -0.656 7.069 -2.450

The value obtained for the frontier orbital gap is 7.42 eV. As for the charge: +1. For the total energy, the calculation gives -55440.6590 eV.

And the natural (NBO) charges, in e, turn out to be: C -0.423; N -0.613; C -0.202; C -0.252; C -0.228; N -0.531; C 0.239; O -0.484; N 0.463; O -0.165; C -0.466; H 0.161; H 0.228; H 0.193; H 0.362; H 0.173; H 0.204; H 0.251; H 0.252; H 0.234; H 0.452; H 0.437; H 0.218; H 0.240; H 0.258; O -0.933; S 2.402; O -0.986; O -0.723; C -0.076; C -0.656; C -0.887; H 0.206; H 0.204; H 0.245; H 0.226; H 0.211; H 0.266; H 0.249; H 0.252; O -0.961; S 2.391; O -0.938; O -0.722; C -0.074; C -0.644; C -0.887; H 0.195; H 0.202; H 0.219; H 0.225; H 0.224; H 0.255; H 0.257; H 0.260

The following is a DFT calculation (wB97M-V/def2-TZVPD) of a 6-piece molecular cluster, C54H114N6O6 overall.

Cartesian coordinates (Å):
C1 -8.122 -4.606 1.025
C2 -8.276 -3.712 -0.282
C3 -6.931 -2.864 -0.608
C4 -5.809 -3.714 -1.411
C5 -6.488 -4.211 -2.669
C6 -7.794 -5.031 -2.469
N1 -8.748 -4.444 -1.480
O1 -9.843 -5.403 -1.122
C7 -8.561 -5.268 -3.777
C8 -7.312 -6.382 -1.850
C9 -9.289 -2.638 0.086
H1 -7.159 -5.115 0.986
H2 -8.891 -5.252 1.451
H3 -7.856 -3.991 1.884
H4 -7.267 -1.890 -0.963
H5 -6.452 -2.697 0.357
H6 -5.533 -4.646 -0.919
H7 -4.874 -3.214 -1.661
H8 -5.845 -4.767 -3.352
H9 -6.708 -3.384 -3.344
H10 -9.567 -5.612 -3.540
H11 -8.547 -4.507 -4.557
H12 -8.116 -6.150 -4.239
H13 -7.081 -6.332 -0.786
H14 -8.028 -7.197 -1.952
H15 -6.449 -6.663 -2.454
H16 -10.182 -3.221 0.311
H17 -9.575 -2.035 -0.775
H18 -8.961 -1.860 0.776
H19 -9.332 -6.086 -0.681
C10 2.700 -3.441 0.581
C11 2.411 -3.643 2.115
C12 0.974 -4.152 2.357
C13 0.712 -5.556 1.816
C14 1.544 -6.547 2.655
C15 3.039 -6.207 2.540
N2 3.355 -4.693 2.623
O2 4.635 -4.218 2.637
C16 3.818 -6.988 3.620
C17 3.623 -6.713 1.124
C18 2.578 -2.382 2.968
H20 2.251 -2.467 0.383
H21 2.461 -4.250 -0.109
H22 3.750 -3.244 0.369
H23 0.787 -4.231 3.428
H24 0.359 -3.392 1.874
H25 0.935 -5.576 0.749
H26 -0.336 -5.854 1.790
H27 1.237 -7.523 2.281
H28 1.308 -6.497 3.718
H29 4.850 -6.664 3.485
H30 3.625 -6.593 4.618
H31 3.547 -8.035 3.759
H32 4.700 -6.869 1.178
H33 3.117 -7.600 0.742
H34 3.506 -5.874 0.439
H35 2.474 -2.765 3.984
H36 1.826 -1.615 2.783
H37 3.551 -1.933 2.767
H38 4.584 -3.706 3.447
C19 6.086 0.665 4.882
C20 5.744 1.418 3.606
C21 6.576 2.724 3.651
C22 6.475 3.572 2.362
C23 6.848 2.615 1.190
C24 6.160 1.202 1.098
N3 6.181 0.651 2.478
O3 5.726 -0.721 2.510
C25 4.725 1.307 0.483
C26 6.952 0.404 0.137
C27 4.206 1.643 3.761
H39 6.185 1.222 5.814
H40 7.114 0.311 4.807
H41 5.528 -0.271 4.910
H42 6.341 3.296 4.548
H43 7.605 2.505 3.936
H44 7.261 4.320 2.466
H45 5.454 3.947 2.304
H46 7.923 2.438 1.171
H47 6.484 3.148 0.312
H48 4.285 0.311 0.517
H49 4.041 2.043 0.905
H50 4.747 1.599 -0.567
H51 8.009 0.237 0.340
H52 6.447 -0.549 -0.017
H53 6.972 0.948 -0.808
H54 3.922 2.067 4.725
H55 3.771 0.660 3.583
H56 3.767 2.388 3.097
H57 6.494 -1.054 2.981
C28 -1.930 0.616 -3.789
C29 -1.800 -0.273 -2.561
C30 -1.359 -1.669 -3.116
C31 0.135 -1.884 -3.502
C32 0.889 -1.638 -2.164
C33 0.781 -0.132 -1.748
N4 -0.724 0.092 -1.507
O4 -1.008 1.342 -0.940
C34 1.580 -0.005 -0.463
C35 1.564 0.788 -2.697
C36 -3.306 -0.380 -1.869
H58 -1.509 1.617 -3.691
H59 -2.936 0.709 -4.200
H60 -1.301 0.295 -4.619
H61 -1.747 -2.506 -2.536
H62 -1.838 -1.810 -4.084
H63 0.427 -1.112 -4.213
H64 0.433 -2.896 -3.775
H65 1.857 -2.118 -2.304
H66 0.354 -2.244 -1.433
H67 1.171 -0.588 0.362
H68 2.645 -0.230 -0.525
H69 1.367 1.003 -0.107
H70 1.566 1.777 -2.240
H71 2.606 0.486 -2.807
H72 0.963 0.836 -3.605
H73 -3.673 -1.406 -1.820
H74 -4.154 -0.063 -2.476
H75 -3.367 0.156 -0.922
H76 -1.146 1.181 -0.004
C37 -1.059 -0.353 2.502
C38 -1.261 0.992 3.249
C39 -2.213 1.753 2.274
C40 -2.882 3.002 2.775
C41 -3.732 2.607 4.001
C42 -2.856 1.976 5.053
N5 -2.104 0.814 4.482
O5 -1.440 0.015 5.443
C43 -1.920 3.031 5.825
C44 -3.933 1.407 6.043
C45 0.087 1.742 3.398
H77 -0.848 -0.189 1.446
H78 -1.904 -1.033 2.394
H79 -0.252 -0.965 2.905
H80 -1.548 2.121 1.493
H81 -2.801 0.942 1.845
H82 -3.467 3.640 2.113
H83 -2.149 3.704 3.171
H84 -4.562 1.986 3.663
H85 -4.107 3.533 4.437
H86 -1.375 3.626 5.092
H87 -2.734 3.585 6.290
H88 -1.224 2.498 6.473
H89 -4.581 0.547 5.876
H90 -3.342 1.167 6.927
H91 -4.469 2.304 6.352
H92 0.128 2.802 3.652
H93 0.756 1.590 2.551
H94 0.603 1.278 4.238
H95 -0.784 0.674 5.684
C46 2.149 6.985 -7.733
C47 2.196 7.121 -6.152
C48 0.995 8.172 -5.727
C49 0.680 8.203 -4.272
C50 0.328 6.697 -3.886
C51 1.499 5.647 -4.116
N6 2.008 5.854 -5.480
O6 2.929 4.925 -5.824
C52 2.572 5.661 -3.044
C53 0.816 4.155 -4.123
C54 3.580 7.693 -5.769
H96 3.022 6.470 -8.134
H97 2.047 7.974 -8.180
H98 1.210 6.478 -7.954
H99 1.180 9.227 -5.928
H100 0.138 8.014 -6.382
H101 -0.063 8.956 -4.009
H102 1.537 8.531 -3.684
H103 -0.509 6.390 -4.513
H104 0.051 6.605 -2.836
H105 3.061 6.615 -2.846
H106 2.201 5.241 -2.109
H107 3.395 5.050 -3.414
H108 1.594 3.400 -4.235
H109 0.193 3.929 -3.257
H110 0.110 4.112 -4.952
H111 3.456 8.720 -5.424
H112 4.090 7.830 -6.723
H113 4.120 7.236 -4.940
H114 2.495 4.451 -6.537

The value obtained for the frontier orbital gap is 8.00 eV. As for the charge: 0. Its SMILES is CC1(C)CCCC(C)(C)N1O.CC1(C)CCCC(C)(C)N1O.CC1(C)CCCC(C)(C)N1O.CC1(C)CCCC(C)(C)N1O.CC1(C)CCCC(C)(C)N1O.CC1(C)CCCC(C)(C)N1O. The energy above the lowest of the compared OMol25 structures with the same formula, charge and spin is 200.3 kcal/mol. For the total energy, the calculation gives -79058.5414 eV.

Atom charges from the Löwdin analysis, given in e for atoms 1 to 99: C -0.043; C -0.472; C -0.063; C -0.136; C -0.175; C -0.479; N -0.067; O -0.025; C -0.025; C -0.043; C -0.073; H 0.060; H 0.080; H 0.074; H 0.104; H 0.100; H 0.098; H 0.081; H 0.116; H 0.112; H 0.079; H 0.082; H 0.077; H 0.067; H 0.081; H 0.085; H 0.083; H 0.080; H 0.087; H 0.053; C -0.014; C -0.470; C -0.136; C -0.178; C -0.140; C -0.422; N -0.149; O -0.010; C -0.054; C -0.014; C -0.025; H 0.043; H 0.066; H 0.082; H 0.120; H 0.113; H 0.100; H 0.107; H 0.117; H 0.115; H 0.072; H 0.073; H 0.088; H 0.071; H 0.074; H 0.048; H 0.096; H 0.063; H 0.061; H 0.092; C -0.060; C -0.524; C -0.148; C -0.146; C -0.113; C -0.495; N -0.082; O -0.024; C -0.028; C -0.059; C -0.024; H 0.094; H 0.083; H 0.081; H 0.113; H 0.115; H 0.107; H 0.104; H 0.115; H 0.112; H 0.061; H 0.073; H 0.083; H 0.092; H 0.087; H 0.091; H 0.083; H 0.073; H 0.059; H 0.098; C -0.055; C -0.374; C -0.158; C -0.157; C -0.150; C -0.460; N -0.062; O -0.039; C -0.073

The following is a DFT calculation (wB97M-V/def2-TZVPD) of an isolated molecule of C5H10N2.

Cartesian coordinates (Å):
C1 -2.036 -0.307 0.131
C2 -1.125 -0.317 -1.075
N1 -0.306 0.848 -1.414
C3 0.347 -0.360 -0.904
C4 0.956 -0.469 0.469
C5 2.192 0.266 0.819
N2 0.917 0.612 1.449
H1 -2.999 0.159 -0.105
H2 -1.590 0.230 0.975
H3 -2.233 -1.332 0.464
H4 -1.544 -0.804 -1.955
H5 -0.403 1.563 -0.696
H6 0.930 -0.873 -1.669
H7 0.814 -1.449 0.924
H8 2.927 -0.181 1.483
H9 2.600 0.946 0.072
H10 0.552 1.466 1.033

The value obtained for the frontier orbital gap is 10.51 eV. As for the charge: 0. Its SMILES is C[C@H]1N[C@H]1[C@H]1CN1. The energy above the lowest of the compared OMol25 structures with the same formula, charge and spin is 48.1 kcal/mol. For the total energy, the calculation gives -8325.2474 eV.

And the natural (NBO) charges, in e, turn out to be: C -0.636; C -0.069; N -0.579; C -0.100; C -0.103; C -0.256; N -0.582; H 0.216; H 0.218; H 0.219; H 0.195; H 0.334; H 0.205; H 0.205; H 0.199; H 0.195; H 0.338

The following is a DFT calculation (wB97M-V/def2-TZVPD) of an isolated molecule of C2H4O2S.

Cartesian coordinates (Å):
C1 0.693 0.888 0.114
C2 -1.038 -0.261 -0.329
O1 -1.389 2.254 0.549
O2 -0.845 1.843 -1.827
S1 -0.886 1.411 -0.475
H1 0.693 0.913 1.125
H2 1.321 0.204 -0.462
H3 -0.665 -0.782 -1.154
H4 -1.195 -0.799 0.651

The value obtained for the frontier orbital gap (spin up / spin down) is 8.22 / 8.22 eV. As for the charge: 0. Its multiplicity is 3. The energy above the lowest of the compared OMol25 structures with the same formula, charge and spin is 100.1 kcal/mol. For the total energy, the calculation gives -17062.2246 eV. The expectation value of S² is 2.008.

And the natural (NBO) charges, in e, turn out to be: C -0.533; C -0.606; O -0.908; O -0.906; S 2.132; H 0.183; H 0.194; H 0.212; H 0.232

The following is a DFT calculation (wB97M-V/def2-TZVPD) of C4H9N3 as an isolated structure.

Cartesian coordinates (Å):
C1 1.324 0.124 -0.833
C2 -0.383 -0.263 -1.532
C3 -0.350 0.663 1.087
C4 0.440 -0.343 0.247
N1 -1.327 0.044 1.805
N2 -0.253 1.932 1.060
N3 0.512 -1.554 0.769
H1 -1.151 -0.933 2.007
H2 -1.750 0.590 2.538
H3 0.398 2.264 0.356
H4 1.049 -2.197 0.189
H5 2.133 -0.556 -1.088
H6 1.381 1.151 -1.175
H7 -0.365 0.488 -2.316
H8 -1.397 -0.149 -1.167
H9 -0.260 -1.260 -1.947

The value obtained for the frontier orbital gap is 9.56 eV. As for the charge: 0. The energy above the lowest of the compared OMol25 structures with the same formula, charge and spin is 73.1 kcal/mol. For the total energy, the calculation gives -8761.3557 eV.

And the natural (NBO) charges, in e, turn out to be: C -0.348; C -0.596; C 0.405; C 0.184; N -0.808; N -0.707; N -0.764; H 0.419; H 0.393; H 0.331; H 0.328; H 0.231; H 0.226; H 0.218; H 0.265; H 0.224

The following is a DFT calculation (wB97M-V/def2-TZVPD) of a 6-piece molecular cluster, C29H29BrClN8O overall.

Cartesian coordinates (Å):
N1 -0.489 1.460 -0.676
C1 -0.136 0.268 -1.215
N2 1.145 -0.126 -1.168
N3 1.631 -1.248 -1.699
C2 0.783 -2.016 -2.285
Br1 1.424 -3.603 -3.033
C3 -0.629 -1.743 -2.403
O1 -1.471 -2.548 -3.004
C4 -1.075 -0.575 -1.843
Cl1 -2.710 -0.123 -1.917
H1 0.302 1.948 -0.248
H2 -1.251 1.367 -0.006
H3 1.838 0.467 -0.725
H4 -1.019 -3.194 -3.579
N4 -0.645 -2.736 -6.376
C5 -0.514 -1.423 -6.189
C6 0.337 -0.621 -6.932
C7 1.099 -1.215 -7.927
C8 0.973 -2.578 -8.135
C9 0.090 -3.291 -7.338
H5 -1.131 -0.992 -5.405
H6 0.397 0.442 -6.739
H7 1.775 -0.624 -8.531
H8 1.545 -3.083 -8.901
H9 -0.040 -4.359 -7.477
N5 -1.336 1.899 2.665
C10 -1.149 1.709 3.971
C11 -1.372 2.688 4.926
C12 -1.798 3.940 4.509
C13 -1.993 4.159 3.155
C14 -1.748 3.110 2.285
H10 -0.811 0.721 4.264
H11 -1.211 2.475 5.974
H12 -1.980 4.728 5.228
H13 -2.325 5.116 2.780
H14 -1.893 3.247 1.218
N6 4.516 -4.925 0.328
C15 4.109 -5.200 -0.910
C16 4.472 -6.342 -1.606
C17 5.310 -7.254 -0.982
C18 5.744 -6.982 0.305
C19 5.319 -5.810 0.914
H15 3.457 -4.459 -1.359
H16 4.109 -6.514 -2.610
H17 5.619 -8.158 -1.490
H18 6.399 -7.664 0.830
H19 5.637 -5.566 1.921
N7 -5.243 1.620 6.084
C20 -6.348 0.879 6.122
C21 -6.819 0.147 5.041
C22 -6.105 0.189 3.855
C23 -4.952 0.957 3.800
C24 -4.566 1.650 4.938
H20 -6.882 0.873 7.066
H21 -7.723 -0.439 5.131
H22 -6.441 -0.367 2.990
H23 -4.361 1.021 2.896
H24 -3.674 2.259 4.941
N8 1.635 3.851 0.529
C25 1.846 5.012 -0.092
C26 2.307 6.149 0.553
C27 2.559 6.080 1.914
C28 2.342 4.880 2.573
C29 1.882 3.800 1.840
H25 1.635 5.029 -1.155
H26 2.463 7.063 0.000
H27 2.919 6.947 2.452
H28 2.523 4.782 3.634
H29 1.700 2.846 2.323

The value obtained for the frontier orbital gap is 7.41 eV. As for the charge: +1. For the total energy, the calculation gives -127069.5160 eV.

And the natural (NBO) charges, in e, turn out to be: N -0.759; C 0.430; N -0.300; N -0.162; C 0.057; Br 0.173; C 0.337; O -0.595; C -0.157; Cl 0.129; H 0.425; H 0.432; H 0.438; H 0.531; N -0.447; C 0.015; C -0.259; C -0.157; C -0.248; C 0.037; H 0.182; H 0.224; H 0.227; H 0.231; H 0.201; N -0.467; C 0.034; C -0.259; C -0.161; C -0.242; C 0.020; H 0.203; H 0.238; H 0.233; H 0.231; H 0.181; N -0.423; C 0.026; C -0.264; C -0.163; C -0.253; C 0.037; H 0.176; H 0.215; H 0.223; H 0.226; H 0.196; N -0.417; C 0.039; C -0.256; C -0.173; C -0.259; C 0.024; H 0.197; H 0.224; H 0.216; H 0.212; H 0.189; N -0.487; C 0.036; C -0.250; C -0.150; C -0.251; C 0.031; H 0.197; H 0.232; H 0.229; H 0.231; H 0.195